62
Properties=species:S:1:pos:R:3 method="wB97M-V/def2-TZVPD" lumo_ev=-4.604 orbital_gap_ev=5.271 total_charge=+1 homo_ev=-9.875 energy_ha=-2318.79760
Ca -17.061 -17.551 3.548
O -15.349 -16.273 3.044
H -14.686 -15.961 2.398
C -22.341 -13.909 3.190
C -21.540 -15.135 2.583
C -21.124 -14.846 1.103
O -19.796 -15.363 1.109
C -19.317 -15.304 2.348
O -18.172 -15.536 2.744
O -20.296 -15.142 3.160
H -21.811 -13.027 2.831
H -22.298 -13.890 4.279
H -23.389 -13.854 2.895
H -22.045 -16.096 2.681
H -21.084 -13.762 1.001
H -21.810 -15.103 0.296
C -19.512 -16.198 9.406
C -18.099 -15.911 8.834
C -17.167 -17.116 8.826
O -16.404 -17.055 7.659
C -17.147 -16.294 6.756
O -17.013 -16.129 5.502
O -18.187 -15.824 7.359
H -20.207 -15.359 9.440
H -19.275 -16.511 10.423
H -19.923 -17.052 8.867
H -17.675 -14.973 9.192
H -17.793 -18.003 8.925
H -16.596 -17.193 9.751
C -12.904 -17.171 5.253
C -12.727 -15.659 5.680
C -13.657 -14.608 5.272
O -13.766 -13.770 6.402
C -13.453 -14.564 7.478
O -13.938 -14.365 8.570
O -12.852 -15.620 7.073
H -13.625 -17.592 5.953
H -12.083 -17.826 5.545
H -12.914 -17.420 4.192
H -11.760 -15.316 5.312
H -14.650 -14.929 4.957
H -13.254 -14.079 4.408
N -13.917 -17.979 1.053
C -13.677 -19.322 1.167
C -12.993 -19.774 0.160
C -12.905 -18.732 -0.690
C -13.487 -17.616 -0.174
H -14.304 -17.405 1.788
H -13.858 -19.925 2.044
H -12.613 -20.778 0.038
H -12.475 -18.672 -1.679
H -13.530 -16.552 -0.357
N -16.026 -13.948 1.661
C -16.123 -12.706 2.133
C -16.070 -11.795 1.083
C -15.950 -12.612 -0.112
C -15.861 -13.892 0.270
H -15.843 -14.772 2.215
H -16.340 -12.491 3.169
H -16.297 -10.742 1.156
H -16.043 -12.179 -1.097
H -15.853 -14.798 -0.317



59
Properties=species:S:1:pos:R:3 method="wB97M-V/def2-TZVPD" lumo_ev="-3.415 / -3.412" orbital_gap_ev="7.276 / 7.743" spin_multiplicity=5 total_charge=+1 homo_ev="-10.691 / -11.155" energy_ha=-2592.19594
Cr -0.211 0.307 -1.042
C -1.017 1.138 0.731
Si -0.262 -0.292 1.632
C 1.602 -0.035 1.307
N 1.713 0.451 -0.109
C 2.032 1.920 -0.153
C 3.523 2.175 -0.289
C 4.017 1.663 -1.650
C 3.202 0.437 -2.088
C 2.733 -0.332 -0.866
C -0.653 -1.702 0.406
C -1.851 -1.654 -0.338
C -2.151 -2.604 -1.311
C -1.257 -3.628 -1.575
C -0.079 -3.716 -0.844
C 0.213 -2.772 0.128
C -0.640 -0.774 3.391
C -0.850 -2.106 3.754
C -1.084 -2.457 5.076
C -1.113 -1.477 6.058
C -0.912 -0.146 5.716
C -0.679 0.199 4.393
H -0.626 2.096 1.083
H -2.111 1.164 0.787
H 2.146 -0.978 1.402
H 2.101 0.663 1.984
H 1.620 2.371 0.747
H 1.506 2.373 -1.000
H 4.047 1.676 0.530
H 3.722 3.241 -0.176
H 5.075 1.406 -1.585
H 3.933 2.451 -2.400
H 3.790 -0.218 -2.730
H 2.329 0.733 -2.679
H 3.587 -0.543 -0.213
H 2.285 -1.292 -1.132
H -2.587 -0.888 -0.110
H -3.087 -2.552 -1.852
H -1.483 -4.362 -2.337
H 0.613 -4.526 -1.034
H 1.135 -2.876 0.689
H -0.839 -2.883 2.997
H -1.246 -3.494 5.339
H -1.296 -1.749 7.089
H -0.939 0.620 6.479
H -0.532 1.244 4.141
N -1.750 3.356 -1.628
N -2.765 2.772 -2.382
C -2.542 1.643 -3.070
N -3.509 1.199 -3.867
N -1.358 1.047 -2.848
N -1.003 -0.051 -3.579
O 0.001 -0.612 -3.106
O -1.560 -0.415 -4.590
H -1.843 3.128 -0.644
H -1.739 4.353 -1.791
H -3.709 3.129 -2.333
H -4.320 1.768 -4.045
H -3.320 0.410 -4.465



57
Properties=species:S:1:pos:R:3 method="wB97M-V/def2-TZVPD" lumo_ev=0.462 orbital_gap_ev=8.919 homo_ev=-8.457 energy_ha=-1642.86294 smiles="C=CCN(CC=C)C(=O)c1cccc(OC2CCN(S(=O)(=O)N(C)C)CC2)c1"
C 1.476 2.770 -2.633
C 2.245 1.927 -1.968
C 1.700 0.921 -0.997
N 2.310 1.053 0.310
C 2.849 0.039 1.020
O 3.449 0.216 2.068
C 2.627 -1.349 0.498
C 3.691 -2.205 0.269
C 3.436 -3.515 -0.103
C 2.139 -3.964 -0.235
C 1.057 -3.112 0.007
C 1.314 -1.799 0.381
H 0.532 -1.093 0.606
O -0.167 -3.704 -0.146
C -1.379 -2.976 -0.239
C -1.369 -1.941 -1.371
C -2.716 -1.227 -1.436
N -3.038 -0.594 -0.172
S -2.126 0.788 0.157
O -1.151 0.554 1.177
O -1.672 1.312 -1.094
N -3.227 1.866 0.755
C -4.306 2.157 -0.157
H -3.875 2.224 -1.152
H -5.074 1.376 -0.144
H -4.754 3.114 0.110
C -3.595 1.749 2.145
H -2.719 1.396 2.684
H -4.433 1.059 2.296
H -3.875 2.733 2.524
C -3.116 -1.553 0.914
C -1.834 -2.369 1.097
H -2.012 -3.174 1.812
H -1.069 -1.718 1.509
H -3.962 -2.214 0.697
H -3.328 -1.001 1.829
H -3.522 -1.929 -1.671
H -2.691 -0.442 -2.191
H -1.159 -2.444 -2.316
H -0.597 -1.191 -1.204
H -2.101 -3.761 -0.512
H 1.928 -4.983 -0.520
H 4.256 -4.193 -0.289
H 4.702 -1.847 0.385
C 2.247 2.377 0.908
C 3.302 3.310 0.376
C 4.594 3.076 0.517
H 5.344 3.742 0.126
H 4.944 2.201 1.038
H 2.950 4.191 -0.144
H 1.245 2.776 0.730
H 2.398 2.235 1.983
H 0.614 1.055 -0.917
H 1.914 -0.082 -1.378
H 3.318 1.913 -2.104
H 1.877 3.473 -3.343
H 0.408 2.775 -2.490



58
Properties=species:S:1:pos:R:3 method="wB97M-V/def2-TZVPD" lumo_ev=0.676 orbital_gap_ev=9.409 homo_ev=-8.732 energy_ha=-1718.20139 smiles="COc1ccc(S(=O)(=O)N2CCC(C(N)=O)CC2)cc1C(=O)N1CCCCCC1"
C 3.350 0.793 1.705
H 3.211 1.109 2.744
O 2.286 -0.023 1.267
C 1.065 0.543 1.095
C 0.716 1.817 1.530
C -0.557 2.300 1.291
C -1.478 1.523 0.617
C -1.159 0.243 0.209
C 0.106 -0.261 0.459
C 0.531 -1.605 -0.062
O 1.065 -1.705 -1.158
N 0.269 -2.666 0.716
C -0.304 -2.581 2.040
H -0.945 -3.457 2.181
C 0.753 -2.538 3.147
H 0.235 -2.585 4.107
H 1.280 -1.584 3.097
C 1.778 -3.669 3.057
H 1.271 -4.636 3.033
C 2.703 -3.525 1.844
C 2.205 -4.225 0.578
H 2.355 -5.303 0.664
C 0.720 -3.972 0.279
H 0.554 -4.040 -0.799
H 0.097 -4.719 0.775
H 2.802 -3.868 -0.261
H 3.685 -3.937 2.084
H 2.837 -2.463 1.631
H 2.382 -3.642 3.966
H -0.931 -1.688 2.103
H -1.907 -0.354 -0.290
S -3.080 2.222 0.223
O -3.313 3.287 1.154
O -4.046 1.162 0.135
N -2.963 2.905 -1.282
C -1.907 3.880 -1.475
C -1.277 3.774 -2.864
H -1.947 4.202 -3.611
H -0.351 4.350 -2.862
C -0.962 2.325 -3.247
C 0.191 1.757 -2.410
O 0.727 2.357 -1.500
N 0.581 0.532 -2.812
H 0.069 0.049 -3.529
H 1.154 -0.054 -2.212
C -2.209 1.420 -3.109
C -3.373 2.156 -2.438
H -3.847 2.846 -3.144
H -4.125 1.447 -2.092
H -1.963 0.543 -2.507
H -2.542 1.069 -4.088
H -0.619 2.317 -4.288
H -2.321 4.885 -1.326
H -1.133 3.715 -0.723
H -0.854 3.280 1.631
H 1.432 2.444 2.035
H 4.243 0.175 1.633
H 3.460 1.671 1.063